1.
Density functional theory data (ωB97M-V/def2-TZVPD) for a single C5H13N molecule at a distorted geometry.

Structure (XYZ):
```
19
Properties=species:S:1:pos:R:3:forces:R:3
C -1.426798 -2.106403 -1.148364 1.14 -0.38 0.91
C -1.163800 -0.827323 -0.373003 -0.34 -0.47 0.91
N 0.251088 -0.538470 -0.148905 -0.06 0.43 -0.88
C 0.180061 1.080284 1.669779 1.16 -1.25 -0.12
C 0.460248 0.875037 0.160341 -0.19 -0.16 1.96
C 1.840121 1.357613 -0.211054 0.40 0.84 -0.29
H -2.476048 -2.373836 -1.093320 -0.18 0.17 -0.68
H -0.938214 -2.112482 -2.122004 -0.62 0.13 -0.35
H -0.923736 -2.917933 -0.606212 0.01 0.07 0.01
H -1.585898 -1.003292 0.623603 -0.15 0.13 -0.03
H -1.730338 0.030073 -0.762867 0.22 0.00 -0.35
H 0.799956 -0.748072 -0.976648 -0.20 -0.13 -0.11
H 0.464226 2.051617 2.057246 -0.36 0.33 -0.15
H 0.762209 0.339939 2.230715 0.09 0.07 -0.03
H -0.841599 0.807777 1.842850 -0.70 0.33 0.36
H -0.353825 1.494469 -0.241716 0.49 0.12 -0.98
H 2.006625 2.302028 0.314144 -0.12 0.29 -0.51
H 1.938754 1.481875 -1.291244 -0.06 0.30 -0.02
H 2.736968 0.807098 0.076658 -0.53 -0.84 0.34
```
Positions in Å, forces in eV/Å.

Results
Energy relative to the best compared isomer or geometry (same formula, charge and spin) in kcal per mole: 17.2
SMILES string: CCNC(C)C
LUMO level in Eh: 0.0427

Atomic charges from the Mulliken analysis, expressed in e, are listed below:
1. C -1.2575
2. C -0.2548
3. N -0.4286
4. C -1.5865
5. C 0.8610
6. C -1.4596
7. H 0.3676
8. H 0.3321
9. H 0.3275
10. H 0.2032
11. H 0.3250
12. H 0.2266
13. H 0.4365
14. H 0.3519
15. H 0.3283
16. H 0.1199
17. H 0.3972
18. H 0.3554
19. H 0.3549

***

2.
Density functional theory data (ωB97M-V/def2-TZVPD) for C36H49Br6N3O18 as an isolated structure at a distorted geometry.

Structure (XYZ):
```
112
Properties=species:S:1:pos:R:3:forces:R:3
C 20.038327 7.514049 10.801659 -1.67 -1.06 -0.15
C 18.792910 7.027879 11.264294 0.16 1.03 -2.09
C 17.660693 7.397087 10.489259 0.12 -0.89 -0.13
C 17.723688 8.031956 9.245588 1.66 0.82 0.27
C 19.000386 8.479143 8.732079 -1.27 -0.63 2.41
C 20.067647 8.234407 9.609365 0.35 0.59 -0.60
N 16.464409 8.245909 8.466111 0.63 -1.28 0.10
O 16.648307 8.377843 7.265847 -0.64 0.42 0.48
O 15.384780 8.122814 9.034151 0.93 0.47 -0.57
H 20.993879 7.205269 11.199128 -0.03 0.21 0.48
H 18.628773 6.290129 12.035775 0.31 0.31 0.35
H 16.715048 6.972106 10.791814 -0.24 0.27 0.00
H 19.164224 9.079032 7.849090 -0.34 -0.23 -0.12
H 21.039876 8.648160 9.385826 0.07 0.05 -0.42
C 27.375858 7.267024 17.502475 -0.39 0.40 -0.02
C 26.360584 7.658463 16.624517 1.23 -0.32 0.11
C 26.469653 7.291021 15.294198 -0.42 0.92 -0.50
C 27.578102 6.620122 14.797392 0.75 -0.46 2.72
C 28.560562 6.151296 15.723279 0.18 0.68 1.61
C 28.472941 6.494506 17.143500 -1.98 0.30 -2.49
N 27.625772 6.319947 13.376206 0.98 -1.98 -0.43
O 26.675122 6.671595 12.683585 1.55 -0.20 0.37
O 28.591046 5.595242 13.019474 -2.02 1.78 0.09
H 27.305922 7.642359 18.512734 0.00 -0.17 0.25
H 25.608214 8.321565 17.025327 -0.35 -0.16 -0.39
H 25.750954 7.638748 14.566909 -0.20 -0.06 0.04
H 29.444141 5.601604 15.434276 -0.21 -0.10 -0.48
H 29.034179 6.220722 18.024658 1.00 -0.51 -0.80
C 29.867038 11.884847 4.517455 -0.54 -0.55 -0.03
C 29.421576 10.570570 4.688280 0.27 0.13 0.16
C 28.408879 10.276429 5.584910 -0.95 -0.20 -0.03
C 27.767045 11.285555 6.246199 0.00 3.45 0.24
C 28.263175 12.646324 6.207116 0.85 -1.63 -1.47
C 29.312086 12.920737 5.261260 -1.05 -0.84 1.73
N 26.442564 11.022474 6.943451 2.48 1.67 1.92
O 25.918509 9.984749 6.750846 -1.18 -1.90 -0.87
O 26.089028 11.830325 7.803417 0.09 0.06 -0.86
H 30.632256 12.084471 3.781939 0.09 0.07 0.02
H 29.838002 9.748022 4.125784 0.23 0.09 -0.07
H 27.981881 9.303228 5.777144 0.27 -0.35 -0.49
H 27.922048 13.428012 6.869694 -0.41 -0.09 -0.13
H 29.744292 13.908571 5.199853 -0.19 0.13 -0.01
C 22.443470 13.198998 8.689894 -0.47 0.55 0.54
C 22.120385 13.058447 10.200665 -0.52 0.06 -1.20
O 23.213748 12.418697 10.829392 0.37 -1.18 0.96
C 23.447702 11.092167 10.640867 -1.97 1.02 -1.74
O 22.700284 10.324284 10.073834 0.19 0.25 0.55
O 24.648895 10.858103 11.045375 0.80 0.53 2.05
C 25.226436 9.611088 10.899232 2.06 -1.63 -1.94
H 21.749340 12.552262 8.153227 0.42 -0.14 -0.23
H 23.482930 12.916124 8.523761 -0.09 -0.04 -0.21
H 22.270172 14.206979 8.313004 0.12 0.14 0.09
H 21.165041 12.533854 10.185696 0.22 -0.67 0.82
H 21.947100 13.950512 10.802584 0.35 0.28 -0.43
H 25.873315 9.729176 10.029919 -0.05 -0.16 -0.48
H 24.645928 8.719388 10.662637 -0.87 0.62 0.35
H 25.985991 9.307420 11.619630 -0.62 0.65 1.00
C 24.799634 16.669188 15.084611 0.23 -1.14 0.19
C 24.860551 15.155684 14.840539 -0.54 1.66 -0.82
O 25.936439 15.001503 13.908928 -0.25 -0.93 0.44
C 26.263384 13.733054 13.633899 0.94 -1.84 2.71
O 26.079369 12.727400 14.328759 -0.62 1.96 -1.30
O 27.071026 13.797338 12.624960 0.84 -0.72 -2.46
C 27.716336 12.613086 12.113449 0.72 -0.39 0.27
H 23.986897 16.803157 15.798500 0.11 0.55 -0.04
H 24.645811 17.202073 14.146276 -0.19 0.05 0.14
H 25.769409 16.951664 15.494286 -0.17 0.32 0.21
H 23.983778 14.889135 14.250340 -0.39 -0.49 0.64
H 24.967707 14.627331 15.787877 0.18 -0.36 -0.40
H 27.367039 11.651592 12.489771 -0.45 0.45 0.48
H 28.767586 12.709446 12.384920 0.01 -0.03 0.03
H 27.678338 12.519883 11.028100 -0.43 0.74 -0.01
C 20.146362 18.476871 14.575598 0.51 0.81 0.19
C 21.590116 17.996431 14.387518 -1.77 -0.77 0.96
O 21.980853 18.094422 13.014869 0.97 -0.25 -1.11
C 21.881248 17.006456 12.166420 -2.59 0.64 1.98
O 21.487985 15.929685 12.553169 1.03 0.06 -0.16
O 21.921479 17.294208 10.888263 0.38 -1.32 0.46
C 22.182207 18.538973 10.297346 -0.84 0.11 -0.57
H 20.101776 19.447615 14.081868 -0.69 -0.17 -0.48
H 19.966958 18.747144 15.616204 0.24 -0.26 0.27
H 19.375297 17.747528 14.327360 0.13 0.26 -0.59
H 21.550457 16.982887 14.786568 0.84 -0.25 -0.50
H 22.203349 18.609067 15.048373 0.55 -0.01 -0.70
H 23.147031 18.923155 10.628447 -0.25 0.27 -0.36
H 21.312234 19.185103 10.414637 0.30 0.44 0.72
H 22.073583 18.256456 9.250210 0.94 0.42 -0.16
C 17.904273 14.221584 9.719409 0.78 0.64 1.43
C 18.409044 15.215565 10.854798 -1.66 -1.54 -1.57
O 18.493304 16.486116 10.216054 1.06 -0.42 -1.13
C 17.992894 17.605765 10.645811 -0.55 0.43 3.53
O 17.305806 17.701606 11.676683 1.14 0.62 -2.59
O 18.514138 18.588478 9.878358 1.70 -1.58 -0.48
C 18.227466 19.915431 10.164137 -2.69 0.91 0.65
H 18.569349 14.102592 8.864066 0.12 0.27 0.13
H 16.930880 14.579699 9.384189 0.02 -0.21 0.00
H 17.825765 13.258479 10.223757 -0.29 -0.17 -0.23
H 19.355428 14.902658 11.295868 0.11 0.47 -0.17
H 17.607882 15.145918 11.590577 0.23 0.65 0.27
H 18.398978 20.199399 11.202428 -0.22 -0.37 0.13
H 17.172801 19.880581 9.891068 -0.48 1.34 0.76
H 18.636604 20.734762 9.573033 0.89 -1.02 -0.67
C 24.656817 5.738961 9.407040 -0.58 1.51 1.11
Br 23.133293 6.646628 8.408605 1.47 -1.14 0.85
Br 24.120793 5.493801 11.350247 0.24 0.35 -1.41
Br 26.284193 6.935351 9.258919 -1.26 -1.57 -0.05
H 24.830482 4.693653 9.151532 0.13 0.59 -0.70
C 25.679546 16.025901 9.183920 0.25 0.69 0.21
Br 25.010703 15.717302 11.001512 0.47 0.41 -1.05
Br 27.681625 16.030308 9.076254 -1.38 -0.20 0.17
Br 25.033388 17.757417 8.387596 0.41 -1.31 0.53
H 25.284927 15.198206 8.594603 0.29 0.35 -0.08
```
Positions in Å, forces in eV/Å.

Results
LUMO level in Eh: -0.0302

Here are the Mulliken charges for atoms 1 to 99, given in e:
1. C -0.4929
2. C -0.4831
3. C -0.3152
4. C 0.2156
5. C -0.7051
6. C -0.0692
7. N 0.9005
8. O -0.5496
9. O -0.5756
10. H 0.3610
11. H 0.3842
12. H 0.3923
13. H 0.4482
14. H 0.4947
15. C -0.1034
16. C -0.7165
17. C 0.0216
18. C -0.1028
19. C -0.3366
20. C -0.5879
21. N 0.9710
22. O -0.4359
23. O -0.5829
24. H 0.3308
25. H 0.3608
26. H 0.4599
27. H 0.4147
28. H 0.3626
29. C -0.3481
30. C -0.4875
31. C -0.4127
32. C 0.0936
33. C -0.2547
34. C -0.5293
35. N 0.9599
36. O -0.5725
37. O -0.5051
38. H 0.3775
39. H 0.3636
40. H 0.4589
41. H 0.4760
42. H 0.3775
43. C -0.9170
44. C 0.3710
45. O -0.2513
46. C 0.5942
47. O -0.6337
48. O -0.1697
49. C -0.6666
50. H 0.3476
51. H 0.0466
52. H 0.2872
53. H 0.1959
54. H 0.0031
55. H 0.3244
56. H 0.1295
57. H 0.3807
58. C -1.0538
59. C -0.2333
60. O -0.2258
61. C 0.7358
62. O -0.6356
63. O -0.2273
64. C -0.6252
65. H 0.3433
66. H 0.1521
67. H 0.4062
68. H 0.1877
69. H 0.4229
70. H 0.2692
71. H 0.3244
72. H 0.1725
73. C -1.3347
74. C -0.2025
75. O -0.3858
76. C 0.8524
77. O -0.6453
78. O -0.0568
79. C -0.6723
80. H 0.2919
81. H 0.4674
82. H 0.2701
83. H 0.2205
84. H 0.4324
85. H 0.3728
86. H 0.1401
87. H 0.1884
88. C -1.3576
89. C -0.0043
90. O -0.2395
91. C 0.8454
92. O -0.6325
93. O -0.3195
94. C -0.7259
95. H 0.2776
96. H 0.4194
97. H 0.4221
98. H 0.1484
99. H 0.3182

***

3.
Density functional theory data (ωB97M-V/def2-TZVPD) for C5H9NO as an isolated structure at a distorted geometry.

Structure (XYZ):
```
16
Properties=species:S:1:pos:R:3:forces:R:3
C -1.296159 -0.363790 1.233152 0.33 -0.15 0.19
C -0.186786 0.235040 0.410145 0.45 -1.53 -2.13
C 0.100884 -1.122554 -0.858991 -1.21 -0.18 -0.02
C -0.306621 1.505564 -0.377537 -0.15 -0.01 -0.27
O 1.008394 1.291571 -0.906869 0.84 0.34 -0.14
C 1.252320 0.212724 -0.040698 0.21 1.32 1.86
N 2.351801 -0.343719 0.248449 -0.27 0.48 0.64
H -1.745447 0.340262 1.946281 0.37 0.02 -0.20
H -2.108689 -0.674775 0.546420 0.36 0.06 0.27
H -0.963832 -1.238540 1.790161 -0.04 0.00 0.02
H 0.164921 -1.969484 -0.179617 -0.40 0.00 -0.15
H -0.837788 -0.947911 -1.348072 -0.68 -0.59 -0.29
H 0.877143 -1.279856 -1.634208 -0.27 0.91 0.75
H -0.289730 2.437732 0.203598 -0.21 -0.37 0.22
H -1.098121 1.573398 -1.130758 0.21 -0.05 -0.17
H 3.077713 0.344331 0.098543 0.48 -0.26 -0.59
```
Positions in Å, forces in eV/Å.

Results
Energy relative to the best compared isomer or geometry (same formula, charge and spin) in kcal per mole: 109.9
LUMO level in Eh: 0.0322

Atomic charges from the Mulliken analysis, expressed in e, are listed below:
1. C -1.1953
2. C 0.3811
3. C -1.2786
4. C -0.3054
5. O -0.4122
6. C 0.7194
7. N -0.8364
8. H 0.3749
9. H 0.3009
10. H 0.3246
11. H 0.3034
12. H 0.4383
13. H 0.3844
14. H 0.2678
15. H 0.2592
16. H 0.2740

***

4.
Density functional theory data (ωB97M-V/def2-TZVPD) for a 8-piece molecular cluster, C12H40N4O8 overall at a distorted geometry.

Structure (XYZ):
```
64
Properties=species:S:1:pos:R:3:forces:R:3
C 1.929155 -2.592358 -2.556851 -1.52 -1.15 -0.99
O 0.771064 -2.214610 -3.304421 -0.05 0.35 -0.51
H 2.629951 -3.055372 -3.242286 -0.02 -0.15 -0.29
H 1.599795 -3.346894 -1.854092 0.51 -0.05 0.61
H 2.456378 -1.796647 -2.107912 0.35 1.13 0.86
H 0.108418 -1.741369 -2.753883 1.00 -0.45 -0.25
C 1.293271 2.753268 2.672640 -0.35 1.10 -1.38
O 1.661300 2.038199 3.818260 -0.40 -1.18 -0.21
H 2.203624 3.127882 2.128371 -0.90 -0.24 0.28
H 0.621732 3.616114 2.905661 0.68 -0.49 -0.15
H 0.710038 2.099306 1.980298 0.62 0.28 0.58
H 2.171859 2.603887 4.370647 0.52 0.71 0.81
C -2.137691 3.480164 1.201188 0.05 1.46 1.06
O -1.765163 4.348515 2.300561 0.22 -0.12 -0.63
H -1.298245 2.944908 0.798316 0.43 -0.41 -0.15
H -2.546143 4.111255 0.425831 -0.09 0.11 -0.18
H -2.909453 2.858305 1.591982 -0.56 -0.90 -0.19
H -1.408911 3.784211 2.989011 -0.07 0.01 0.16
C 0.567190 0.519065 -1.461795 -1.06 0.00 1.79
O -0.282849 -0.659221 -1.449148 0.68 1.14 0.14
H 0.652622 0.889819 -2.442558 0.00 0.28 -1.22
H 1.523421 0.323323 -1.029568 0.80 -0.44 -0.01
H 0.134128 1.308045 -0.791485 0.09 -0.41 -0.67
H -0.072459 -1.161025 -0.644101 -0.23 0.03 -0.39
C -3.412156 1.074389 -0.489720 -4.32 4.50 -6.95
O -3.575863 1.660926 -1.708770 1.18 -2.53 5.40
N -4.431664 1.104411 0.363970 -1.21 0.08 1.53
N -2.377270 0.448627 -0.126569 5.52 -2.25 1.05
H -5.029855 1.898240 0.214144 -0.47 -0.30 0.25
H -4.425119 0.577394 1.248800 -0.11 0.76 -0.89
H -1.631294 0.346233 -0.884448 -1.14 -0.30 1.76
H -2.157224 0.405274 0.898520 -0.17 -0.06 -1.83
C 0.904160 -1.942077 1.037094 4.36 -6.24 -2.57
O 1.994488 -2.657834 0.666397 -5.13 3.37 1.68
N 0.976054 -0.741949 1.482895 0.21 3.37 1.50
N -0.347498 -2.417883 0.860195 -0.79 -2.19 -1.17
H 1.936868 -0.470584 1.646572 0.14 0.69 0.57
H 0.189996 -0.245331 1.926714 0.96 -0.56 -0.38
H -0.430289 -3.331190 0.312118 -0.13 1.96 1.47
H -1.141522 -1.892392 1.232043 0.29 -0.83 -0.50
C -3.071224 -2.793163 -1.905566 0.57 -2.22 -0.61
C -3.944185 -1.762561 -2.551486 7.89 2.09 0.19
C -3.255849 -1.054866 -3.716378 0.57 1.88 1.55
O -5.068345 -2.183929 -2.895269 -8.10 -4.54 -2.97
H -2.848046 -3.674052 -2.567906 0.14 0.90 0.01
H -3.609747 -3.291949 -1.126935 -0.60 -0.05 0.90
H -2.149618 -2.436795 -1.480832 0.43 0.37 -0.09
H -4.048780 -1.067438 -1.812966 -0.72 2.34 2.08
H -2.982716 -1.768516 -4.414405 0.78 -1.46 -1.64
H -2.374222 -0.438544 -3.422529 -0.46 -0.64 -0.11
H -3.945517 -0.357701 -4.168618 -0.34 0.16 -0.09
H -4.994072 -2.966435 -3.503951 -0.18 1.12 0.76
C 5.625742 0.890689 2.666361 -0.04 0.77 -0.03
C 4.388901 0.692920 1.860361 5.94 2.00 -7.58
C 4.572328 -0.193776 0.630852 -0.18 0.04 -2.02
O 3.402419 0.245966 2.463860 -7.26 -3.11 5.43
H 6.115714 -0.020566 2.959116 0.14 -0.51 0.02
H 5.243788 1.375852 3.553643 0.50 0.44 0.61
H 6.304940 1.540746 2.118179 0.21 0.01 0.25
H 4.112980 1.591814 1.293119 0.31 1.18 0.55
H 4.954501 -1.151011 0.858321 0.51 -1.24 0.49
H 5.235360 0.242032 -0.133583 0.05 0.05 0.45
H 3.625288 -0.413545 0.044688 0.71 0.50 1.03
H 3.055514 0.939803 3.027301 -0.74 -0.14 0.81
```
Positions in Å, forces in eV/Å.

Results
Energy relative to the best compared isomer or geometry (same formula, charge and spin) in kcal per mole: 92.0
SMILES string: NC(N)=O.NC(N)=O.CC(C)O.CC(C)O.CO.CO.CO.CO
LUMO level in Eh: -0.0171

Atomic charges from the Mulliken analysis, expressed in e, are listed below:
1. C -0.4659
2. O -0.6361
3. H 0.3553
4. H 0.1909
5. H 0.1106
6. H 0.3579
7. C -0.1302
8. O -0.5812
9. H 0.2507
10. H 0.3465
11. H -0.1847
12. H 0.2973
13. C -0.2213
14. O -0.5491
15. H -0.0650
16. H 0.3103
17. H 0.2522
18. H 0.2845
19. C -0.1277
20. O 0.0812
21. H 0.3584
22. H -0.0778
23. H -0.0432
24. H 0.0704
25. C 0.4530
26. O -0.7513
27. N -0.3785
28. N 0.1803
29. H 0.2873
30. H 0.2051
31. H -0.1283
32. H 0.1612
33. C 0.2998
34. O -0.6808
35. N 0.1359
36. N -0.3871
37. H 0.1838
38. H 0.1797
39. H 0.2642
40. H 0.1850
41. C -0.8767
42. C 0.7090
43. C -1.0760
44. O -0.5556
45. H 0.3972
46. H 0.4284
47. H -0.1863
48. H -0.1327
49. H 0.4867
50. H 0.0866
51. H 0.2987
52. H 0.3901
53. C -1.4119
54. C 0.7387
55. C -1.3080
56. O -0.6450
57. H 0.3297
58. H 0.3941
59. H 0.3613
60. H 0.1471
61. H 0.4158
62. H 0.4209
63. H 0.0537
64. H 0.1410

***

| no. | E_tot (eV) | E_HOMO (eV) |
| --- | --- | --- |
| 1 | -6885.453 | -8.85 |
| 2 | -499693.949 | -9.55 |
| 3 | -8864.447 | -8.23 |
| 4 | -35428.921 | -9.39 |